Entry 1:
ORCA calculation (the ωB97M-V functional and the def2-TZVPD basis) on C22H19Cl2N4O2S4SbTc as an isolated structure at a distorted geometry.

Summary:
Total charge ... +1
Lowest unoccupied orbital energy (alpha / beta) ... -4.97 / -5.08 eV
Gap between HOMO and LUMO (alpha / beta) ... 6.0 / 5.9 eV
Molecular weight ... 790.4 g mol⁻¹
HOMO (alpha / beta) ... -10.984 / -11.007 eV
ΔE to the lowest compared entry with this formula, charge and spin ... 25.0 kcal per mole
Calculated total energy ... -4053.272288 Ha
Largest force on an atom ... 2.1 eV/A

Geometry (Å):
Tc: -0.17040 -0.32966 -0.16325
Cl: -0.48381 0.70674 6.53473
C: -0.49206 1.02139 4.84874
C: -0.78867 -0.03558 4.02585
C: -0.76589 0.16575 2.65689
N: -0.85483 -0.83778 1.66176
C: -1.68629 -1.88395 1.95606
O: -2.26267 -2.15420 2.97928
C: -1.80903 -2.71777 0.70434
C: -2.49609 -3.90692 0.73203
C: -2.54072 -4.71196 -0.45185
C: -1.84470 -4.24095 -1.58890
C: -1.20951 -2.99960 -1.50402
N: -1.19176 -2.24957 -0.41514
C: -0.44465 1.39327 2.14806
C: -0.18434 2.45293 2.96193
C: -0.13667 2.25529 4.33905
Cl: 0.37441 3.56329 5.31831
N: -0.52437 1.44314 0.74431
C: -1.03768 2.46674 0.01672
O: -1.22817 3.62655 0.35553
C: -1.41706 2.09355 -1.36534
C: -1.79653 3.05258 -2.23955
C: -2.03129 2.68261 -3.57770
C: -1.96236 1.33049 -3.89622
C: -1.52549 0.44154 -2.94252
N: -1.17126 0.81017 -1.73157
H: -0.98748 -1.03116 4.36752
H: -2.91472 -4.20438 1.68037
H: -3.11937 -5.63413 -0.44080
H: -1.86184 -4.78831 -2.52140
H: -0.64815 -2.59696 -2.38004
H: 0.02280 3.45428 2.59946
H: -1.85183 4.03938 -1.81300
H: -2.31781 3.47672 -4.27661
H: -2.27572 1.05544 -4.89310
H: -1.42231 -0.60709 -3.23854
S: 2.43192 -1.33953 -5.05050
Sb: 3.41655 -3.11143 -3.56488
S: 2.78154 -1.95036 -1.50664
S: 1.07956 -0.88701 -1.98427
S: 1.32457 -3.17743 -4.80664
C: 2.41715 2.41557 0.15661
C: 2.78255 0.93639 0.07905
C: 4.14836 0.59039 0.57294
C: 1.78156 -0.03622 0.76653
H: 3.12629 3.06693 -0.42054
H: 2.45242 2.73941 1.17619
H: 1.40138 2.65405 -0.12872
H: 2.79470 0.72080 -0.99598
H: 4.28410 0.88572 1.61959
H: 4.88235 1.02469 -0.10428
H: 4.31957 -0.50662 0.46328
H: 1.47583 0.40006 1.68486
H: 2.15788 -1.02729 0.85204

Entry 2:
ORCA calculation (the ωB97M-V functional and the def2-TZVPD basis) on a 4-piece molecular cluster, C20H20B3F4NO5S overall at a distorted geometry.

Summary:
Lowest unoccupied orbital energy ... -1.68 eV
Gap between HOMO and LUMO ... 7.1 eV
Molecular weight ... 494.9 g mol⁻¹
HOMO ... -8.822 eV
Calculated total energy ... -2077.344979 Ha
Largest force on an atom ... 9.1 eV/A

Geometry (Å):
H: 3.57091 0.98672 2.93784
N: 3.03664 1.16611 2.03539
C: 2.99780 2.54595 1.81379
C: 2.22879 3.17902 0.47210
B: 0.74918 3.74846 0.91272
O: 0.72962 5.06315 1.64704
B: 0.17020 4.66349 2.98640
O: -1.25188 4.21930 2.96605
B: -1.49301 3.30144 1.80436
S: -3.19018 2.41331 1.84600
O: -4.11178 3.05128 2.95713
O: -3.97112 2.55792 0.50139
F: -2.94787 0.78168 2.31980
O: -0.55258 3.09067 0.68575
H: 3.51660 3.26752 2.60258
H: 2.21460 2.38173 -0.39154
H: 2.89659 4.11792 0.16164
H: 0.86487 4.67029 3.94180
F: -10.92150 1.62400 1.12707
C: -9.72592 2.13402 0.80292
C: -8.60433 1.77056 1.54021
C: -7.35845 2.29736 1.19983
C: -7.24981 3.19119 0.13163
C: -8.38226 3.55376 -0.59914
C: -9.62600 3.01817 -0.26554
H: -8.70933 1.08149 2.37184
H: -6.47424 2.01348 1.76509
H: -6.27858 3.60529 -0.13069
H: -8.29589 4.25278 -1.42752
H: -10.51509 3.28222 -0.82850
F: 4.09878 -2.08245 2.17894
C: 3.24521 -2.48684 1.22894
C: 2.45463 -3.60884 1.45206
C: 1.56205 -4.02724 0.46524
C: 1.47784 -3.32455 -0.73931
C: 2.27924 -2.20257 -0.95576
C: 3.16353 -1.77795 0.03558
H: 2.53973 -4.14693 2.39049
H: 0.93395 -4.89862 0.63300
H: 0.78473 -3.65388 -1.51048
H: 2.21491 -1.65970 -1.89569
H: 3.78739 -0.90273 -0.11243
F: 3.57619 -2.91502 -4.31448
C: 4.61924 -3.62946 -3.87149
C: 4.67513 -4.00060 -2.53254
C: 5.75843 -4.74888 -2.07198
C: 6.78021 -5.10868 -2.95418
C: 6.71749 -4.72704 -4.29520
C: 5.62868 -3.98843 -4.75777
H: 3.87638 -3.70493 -1.86021
H: 5.80766 -5.05068 -1.02869
H: 7.62716 -5.68850 -2.59354
H: 7.51596 -5.00472 -4.97905
H: 5.55948 -3.69105 -5.79888

Entry 3:
ORCA calculation (the ωB97M-V functional and the def2-TZVPD basis) on a 7-piece molecular cluster, C8H24Cl8N3O3 overall at a distorted geometry.

Summary:
Total charge ... +1
Lowest unoccupied orbital energy ... -3.88 eV
Gap between HOMO and LUMO ... 8.3 eV
Molecular weight ... 493.9 g mol⁻¹
HOMO ... -12.210 eV
ΔE to the lowest compared entry with this formula, charge and spin ... 0.0 kcal per mole
Calculated total energy ... -4390.395292 Ha
Largest force on an atom ... 1.5 eV/A

Geometry (Å):
N: 20.78080 0.70564 -22.09296
H: 21.56359 0.17080 -22.46449
H: 20.23853 0.06185 -21.50791
H: 20.15235 0.91410 -22.90700
H: 20.95963 1.60269 -21.63979
N: 19.19404 -0.21095 -26.80438
H: 19.30572 0.05521 -27.78504
H: 18.38534 -0.82891 -26.68026
H: 19.04756 0.63689 -26.23829
H: 20.00352 -0.74530 -26.48889
N: 17.49363 0.57684 -24.03658
O: 16.81960 0.68034 -23.02637
O: 16.98113 0.40250 -25.16012
O: 18.76797 0.67117 -23.93691
Cl: 17.51690 3.93163 -25.75585
C: 18.93507 4.20750 -24.71736
C: 18.69454 4.04565 -23.22344
Cl: 20.28172 3.95481 -22.41167
H: 19.41453 5.13631 -25.01042
H: 19.60491 3.40194 -25.02372
H: 18.09524 3.17423 -22.97903
H: 18.25633 4.96597 -22.84458
Cl: 15.73550 -0.24816 -17.97274
C: 15.73726 0.24099 -19.68166
C: 16.84455 1.27833 -19.89141
Cl: 18.49637 0.61652 -19.76633
H: 14.79576 0.73149 -19.90940
H: 15.90251 -0.65500 -20.27101
H: 16.70196 2.06246 -19.14807
H: 16.70956 1.82276 -20.82504
Cl: 15.56163 -5.03796 -24.40739
C: 15.45221 -3.38119 -25.08282
C: 15.23018 -2.34049 -23.99832
Cl: 13.54852 -2.32755 -23.39737
H: 14.65641 -3.28765 -25.82041
H: 16.37520 -3.16502 -25.61971
H: 15.42656 -1.36192 -24.43021
H: 15.86307 -2.56390 -23.14369
Cl: 12.88606 1.40216 -22.28472
C: 13.94330 2.42244 -23.27974
C: 14.12109 1.76293 -24.65928
Cl: 12.49825 1.76524 -25.43429
H: 14.90812 2.41403 -22.77407
H: 13.54606 3.42363 -23.41161
H: 14.45901 0.73752 -24.54264
H: 14.80982 2.29231 -25.31205

Q: calculated total energy of number 1 (C22H19Cl2N4O2S4SbTc)?
A: -4053.272288 Ha